(1)
Entry from OMol25: 2 unconnected molecules or ions with the total composition C2H9NOS2 at a distorted geometry (the ωB97M-V functional and the def2-TZVPD basis).

The geometry in XYZ format:
```
15
Properties=species:S:1:pos:R:3:forces:R:3
O -5.173998 0.142172 1.993199 -0.56 0.06 1.47
S 2.504024 1.190120 -1.519572 -0.36 0.04 0.02
H 1.338891 -0.151085 1.200020 -0.59 -0.04 0.71
C 0.561128 -0.169259 0.449280 0.18 0.79 -2.05
N -1.529787 -0.380015 1.604010 0.45 0.62 -0.66
H -2.260347 0.182105 1.195151 -0.03 -0.09 0.00
H 1.552413 1.928117 -2.179858 0.26 -0.61 0.31
H -6.089195 -0.150372 2.125859 0.43 0.13 -0.14
H -0.329842 -1.914482 1.269978 0.23 -0.23 -0.68
H -4.992018 0.035590 1.080129 0.13 -0.20 -1.35
S 1.523661 -0.581894 -1.078945 -0.34 0.49 -0.32
H 0.087636 0.805997 0.307384 0.71 0.21 0.00
H -1.879118 -0.949422 2.345478 -0.27 -0.32 0.08
H -1.195362 -1.492122 -0.180274 0.50 0.41 -0.77
C -0.627938 -1.063463 0.638308 -0.76 -1.25 3.37
```
Forces are in eV/Å.

The HOMO energy is -0.32775 hartree. For the strongest force on any atom, the calculation gives 3.68 eV/Å. Its SMILES is NCCSS.O. The relative energy (zero: lowest compared OMol25 entry of this formula, charge and spin) is 0.664 eV.

Now the Löwdin charges, all in e:
1 O -0.05
2 S 0.26
3 H 0.07
4 C -0.55
5 N -0.01
6 H 0.05
7 H -0.18
8 H 0.05
9 H 0.11
10 H 0.00
11 S 0.38
12 H 0.07
13 H 0.05
14 H 0.10
15 C -0.35

=====

(2)
Entry from OMol25: C5H7FOS in the gas phase at a distorted geometry (the ωB97M-V functional and the def2-TZVPD basis).

The geometry in XYZ format:
```
15
Properties=species:S:1:pos:R:3:forces:R:3
H 0.615711 -1.772492 1.198243 0.17 0.07 0.01
C -1.930103 0.490814 0.347964 -0.11 -0.84 0.54
H -2.178711 1.241263 1.097234 0.02 0.07 -0.01
F 0.179917 0.291643 -1.857668 -0.08 -0.05 -0.06
H -2.741490 -0.262609 0.319422 0.55 0.37 0.03
H 1.621144 -0.981288 -1.170808 -0.20 0.59 -0.12
C -0.362643 -1.418587 0.914243 -0.42 -0.14 -0.08
H -1.842509 0.956627 -0.609999 -0.13 0.44 -0.63
H -1.157388 -2.167487 0.855902 0.25 0.42 -0.02
S 2.875033 1.504244 0.571622 -0.08 -0.09 -0.12
C -0.609207 -0.138732 0.669311 -0.41 -0.54 0.18
H 2.181031 0.556856 -1.926196 -0.16 -0.18 0.04
C 1.518355 0.789082 0.057674 -0.27 0.09 0.42
O 0.410342 0.804814 0.816297 0.24 0.18 -0.12
C 1.420517 0.105852 -1.283240 0.63 -0.39 -0.07
```
Forces are in eV/Å.

The HOMO energy is -0.33414 hartree. For the strongest force on any atom, the calculation gives 1.01 eV/Å. Its SMILES is C=C(C)OC(=S)CF. The relative energy (zero: lowest compared OMol25 entry of this formula, charge and spin) is 0.796 eV.

Now the Löwdin charges, all in e:
1 H 0.08
2 C -0.01
3 H 0.09
4 F -0.03
5 H 0.10
6 H 0.13
7 C 0.08
8 H 0.07
9 H 0.08
10 S 0.77
11 C -0.40
12 H 0.11
13 C -0.82
14 O -0.05
15 C -0.20

=====

(3)
Entry from OMol25: 8 unconnected molecules or ions with the total composition C44H46F6O4S2 at a distorted geometry (the ωB97M-V functional and the def2-TZVPD basis).

The geometry in XYZ format:
```
102
Properties=species:S:1:pos:R:3:forces:R:3
C 1.933627 3.627324 1.533088 -0.81 4.32 -0.49
F -1.679373 3.439324 3.124088 -0.92 -1.27 -0.77
C 2.416627 3.712324 -2.058912 2.24 -1.36 -6.58
C -4.680373 1.478324 2.139088 2.83 -1.97 -1.65
H 2.702627 2.557324 -5.324912 -0.40 -0.48 0.16
H -6.390373 -4.547676 -1.752912 -3.83 0.89 0.02
C -4.511373 -3.700676 -1.740912 2.15 -7.94 0.00
H 1.678627 -0.469676 0.675088 0.01 -0.10 0.05
F 4.677627 5.909324 1.661088 0.31 0.80 -0.11
C 3.129627 -4.318676 0.995088 -1.00 -1.74 -0.56
C 3.761627 -4.166676 -0.281912 -0.30 0.83 2.36
H -2.351373 -3.410676 -1.659912 -0.31 0.48 0.01
H 2.885627 7.310324 0.739088 0.52 3.84 -1.17
H -4.557373 -0.361676 0.878088 -1.29 -1.28 -0.48
H 0.692627 -2.661676 3.550088 -1.49 -1.91 -1.36
H 1.651627 -6.102676 -2.178912 0.56 0.33 1.31
H -5.332373 0.948324 -1.071912 -0.21 -0.99 1.07
C 0.872627 4.503324 1.028088 2.84 0.91 -0.85
C 4.266627 2.839324 -3.973912 3.32 -0.93 1.92
C -3.151373 -4.143676 -1.718912 0.16 2.73 0.19
S 0.133627 -0.411676 -2.008912 -2.48 -3.03 -0.52
O 1.058627 0.525324 3.044088 -0.70 -0.61 0.87
C 2.226627 -0.985676 5.874088 1.06 1.50 3.09
H 1.226627 -2.805676 5.675088 -2.98 -1.76 2.32
H 3.520627 -3.892676 1.916088 -0.08 0.10 -0.26
C -3.609373 2.880324 -3.854912 1.79 -0.01 0.82
H -0.069373 4.249324 0.686088 -1.85 -1.64 0.04
C 2.471627 -0.618676 -1.321912 5.99 3.61 -0.96
H 5.604627 3.279324 -2.525912 12.22 0.59 2.26
H 1.129627 0.890324 6.014088 -0.11 0.33 -0.33
H -0.900373 1.184324 1.873088 1.17 0.66 0.44
C -1.944373 1.319324 1.970088 1.69 0.34 0.50
C -5.057373 -6.135676 -1.860912 2.03 -0.81 0.10
H 5.133627 2.475324 -4.635912 -1.86 0.53 0.59
C 1.570627 -1.503676 -1.838912 -3.72 -2.54 -4.65
C 0.603627 0.733324 -0.756912 -3.23 -0.53 0.64
H 0.666627 1.469324 -1.487912 1.32 2.51 -0.53
C 1.008627 -0.141676 5.719088 0.36 0.87 -0.92
C 2.450627 6.423324 0.885088 -1.10 -6.54 1.09
H 3.987627 4.051324 -0.778912 0.67 -0.14 0.57
H 1.663627 -1.998676 -2.901912 0.11 0.72 2.47
H -5.653373 -7.077676 -1.965912 -0.35 1.66 0.26
C -5.420373 -4.781676 -1.722912 2.65 -0.55 -0.79
H 4.150627 3.804324 2.111088 -1.87 -0.35 0.08
C 1.460627 -5.895676 0.019088 -0.11 0.10 -2.16
C -4.769373 1.385324 -1.841912 -4.30 1.42 -1.40
H -2.681373 0.855324 -1.188912 -2.27 1.07 -1.32
H -5.777373 1.401324 2.080088 0.67 0.87 0.37
S 0.454627 -0.413676 3.998088 -1.86 0.60 0.53
C -3.827373 2.545324 2.668088 -3.60 0.73 -0.40
H -5.711373 3.445324 -4.553912 2.01 -1.69 1.71
H -1.980373 -0.600676 0.923088 -1.45 1.70 0.89
C -5.024373 2.801324 -3.796912 -0.70 2.40 -2.24
F 0.700627 3.514324 -3.670912 -0.38 0.15 -0.72
H 2.806627 -3.007676 5.217088 -1.44 1.63 -0.64
F -4.939373 -2.526676 -1.791912 -0.82 4.06 0.04
O -1.016373 -0.643676 4.057088 2.88 0.40 -0.42
C 3.771627 3.658324 -1.747912 -0.56 0.08 -0.20
H -1.693373 2.126324 -2.846912 -0.71 0.41 -0.81
H 1.638627 3.992324 -1.521912 -2.89 1.52 3.19
C -2.794373 2.133324 -2.917912 -0.94 1.45 -1.33
C 3.143627 4.256324 1.832088 1.40 -1.88 -0.56
H 1.845627 2.612324 1.699088 -0.70 -1.87 0.43
H 4.640627 -3.495676 -0.410912 -0.80 -0.62 0.26
C 4.730627 3.230324 -2.664912 -13.57 -0.39 -3.59
C 2.093627 -5.683676 -1.229912 0.33 1.08 0.00
H 2.679627 -0.055676 -2.276912 0.42 1.00 1.34
F -2.962373 3.776324 -4.780912 -1.50 -1.99 1.74
H 2.544627 -1.001676 7.020088 -0.84 -0.48 -2.31
H -3.259373 -7.496676 -1.727912 -1.23 1.04 -0.53
C -5.639373 2.092324 -2.793912 0.22 -2.12 0.53
H 2.520627 1.039324 0.077088 -0.66 -1.56 -0.11
H 1.179627 -2.014676 -1.073912 -1.27 -3.75 2.48
C -4.018373 0.311324 1.456088 0.93 3.86 2.33
H 3.473627 -0.884676 -0.974912 -0.12 -0.96 -0.28
F 1.348627 -5.312676 2.316088 0.60 0.16 -0.56
H 0.517627 -6.491676 -0.135912 1.08 0.62 1.40
C 3.201627 -4.785676 -1.352912 -2.98 -2.41 2.97
C -2.682373 -5.439676 -1.691912 -3.75 0.12 -0.12
C 1.987627 -5.201676 1.113088 0.84 0.96 -0.42
C 1.866627 0.136324 -0.206912 0.58 3.60 1.09
H 0.509627 6.587324 0.191088 -1.55 -0.16 -0.57
O 0.316627 0.173324 -3.323912 -0.86 0.38 0.29
C -3.443373 1.411324 -1.904912 4.09 -0.65 0.49
C 1.358627 -1.937676 3.824088 -2.25 0.43 3.97
H 0.273627 -0.600676 6.286088 -1.93 -0.54 1.06
H -1.656373 -5.451676 -1.404912 0.65 -1.12 -0.35
C -2.494373 2.431324 2.612088 1.79 -0.84 -0.63
H 3.553627 -4.632676 -2.256912 1.83 0.70 -4.33
C 1.901627 -2.247676 5.196088 4.45 -1.52 -1.18
H 3.012627 -0.419676 5.431088 1.09 -0.02 -0.70
C -2.596373 0.256324 1.421088 -1.72 -0.90 -0.70
H -6.789373 1.867324 -2.869912 2.47 0.75 0.61
H -0.349373 1.006324 -0.176912 1.71 -0.74 -0.27
C 2.941627 2.735324 -4.281912 -1.99 2.91 -0.78
C 1.123627 5.822324 0.579088 4.85 0.79 2.81
H 2.106627 -1.728676 3.242088 3.93 0.90 -3.94
C -3.692373 -6.454676 -1.840912 2.68 -0.47 1.18
H -4.160373 3.599324 2.946088 -0.24 -1.82 0.04
C 2.000627 3.454324 -3.445912 3.19 -2.63 3.10
C 3.407627 5.531324 1.446088 -2.16 1.77 -0.51
O -1.123373 -1.136676 -1.609912 2.31 1.43 -1.07
```
Forces are in eV/Å.

The HOMO energy is -0.31854 hartree. For the strongest force on any atom, the calculation gives 14.04 eV/Å. Its SMILES is O=S1(=O)CCCC1.O=S1(=O)CCCC1.Fc1ccccc1.Fc1ccccc1.Fc1ccccc1.Fc1ccccc1.Fc1ccccc1.Fc1ccccc1. The relative energy (zero: lowest compared OMol25 entry of this formula, charge and spin) is 0.000 eV.

Atomic partial charges in e from the Löwdin method, atoms 1 to 99:
1 C -0.03
2 F 0.02
3 C 0.01
4 C -0.01
5 H 0.11
6 H 0.06
7 C -0.32
8 H 0.11
9 F 0.05
10 C 0.00
11 C -0.09
12 H 0.09
13 H 0.06
14 H 0.06
15 H 0.08
16 H 0.12
17 H 0.07
18 C -0.07
19 C -0.08
20 C -0.03
21 S 0.72
22 O -0.34
23 C -0.25
24 H 0.07
25 H 0.10
26 C -0.17
27 H 0.07
28 C -0.32
29 H -0.02
30 H 0.12
31 H 0.06
32 C -0.09
33 C -0.08
34 H 0.13
35 C -0.27
36 C -0.22
37 H 0.05
38 C -0.22
39 C 0.05
40 H 0.08
41 H 0.18
42 H 0.12
43 C -0.01
44 H 0.15
45 C -0.02
46 C -0.11
47 H 0.12
48 H 0.09
49 S 0.77
50 C -0.03
51 H 0.16
52 H 0.14
53 C -0.08
54 F 0.08
55 H 0.17
56 F 0.16
57 O -0.32
58 C -0.05
59 H 0.10
60 H 0.04
61 C 0.00
62 C -0.05
63 H 0.05
64 H 0.12
65 C -0.04
66 C -0.06
67 H 0.15
68 F -0.03
69 H 0.17
70 H 0.11
71 C -0.08
72 H 0.14
73 H 0.06
74 C -0.06
75 H 0.13
76 F 0.03
77 H 0.13
78 C -0.11
79 C -0.08
80 C -0.25
81 C -0.19
82 H 0.08
83 O -0.32
84 C -0.11
85 C -0.20
86 H 0.08
87 H 0.08
88 C -0.27
89 H 0.05
90 C -0.22
91 H 0.11
92 C -0.11
93 H 0.14
94 H 0.12
95 C -0.03
96 C -0.03
97 H 0.04
98 C -0.11
99 H 0.14

=====

(4)
Entry from OMol25: C16H23NO4 in the gas phase at a distorted geometry (the ωB97M-V functional and the def2-TZVPD basis).

The geometry in XYZ format:
```
44
Properties=species:S:1:pos:R:3:forces:R:3
C 0.894624 -2.161240 0.765428 0.24 -0.03 0.32
H -1.809915 0.788707 -2.947155 0.02 -0.09 -0.14
H 3.098066 -2.258986 -4.110545 -0.04 0.01 -0.04
H -3.323628 4.507037 1.742180 -0.07 0.11 -0.01
H 4.756226 -1.728588 1.620421 0.06 0.05 0.04
C -2.118047 1.508280 -0.929906 0.35 0.23 -0.16
C 3.269797 -2.333655 -2.004015 -0.92 0.12 -0.48
C -2.432216 2.584386 1.324447 0.29 0.26 -0.01
C -2.243218 2.831182 -0.173480 -0.33 -0.42 0.17
C -1.280015 1.715220 1.835662 -0.33 0.04 0.29
H -1.575819 4.457266 1.979735 0.11 0.11 0.00
N -1.195678 0.476650 1.086120 0.29 0.30 0.04
H 3.258823 -2.423027 2.283041 0.03 0.00 0.00
H -2.648321 3.701351 3.159621 -0.02 0.05 0.15
C 1.984746 -2.212467 -1.585101 0.58 -0.07 -0.13
C -1.448815 -1.974404 0.887618 -0.21 -0.14 0.48
O -0.275662 -2.095403 0.096532 0.10 -0.09 -0.29
H -1.427672 1.456872 2.884957 0.08 0.08 -0.10
H 4.410050 -3.294322 -3.519880 0.03 -0.05 -0.09
H 4.515900 -3.473362 1.592822 0.05 -0.06 0.04
H 1.110292 -2.107943 -2.192123 -0.15 0.01 -0.22
H -1.337480 3.423035 -0.330308 0.10 0.09 -0.03
H -2.286663 -2.068619 0.191835 0.10 0.01 0.06
H -1.488969 -2.784068 1.623573 -0.05 0.22 -0.13
O 4.096085 -2.448776 -0.930737 0.34 -0.04 0.09
H -0.331124 2.251865 1.725476 0.00 0.04 0.00
H -3.048660 0.943605 -0.800946 0.03 -0.03 0.04
H -0.885899 -0.266957 -0.846946 0.05 0.11 0.03
O -2.004287 -0.706984 2.822985 -0.21 -0.19 0.17
C -2.499423 3.894762 2.100463 -0.06 -0.31 -0.09
H -0.027925 1.228206 -0.449682 0.01 -0.04 -0.07
C -0.972226 0.683233 -0.325571 -0.40 -0.06 -0.39
C 4.009466 -2.512853 1.504042 0.12 -0.01 -0.20
C -1.878137 1.736710 -2.418429 -0.11 -0.11 0.28
H -3.365622 2.031863 1.477133 0.03 -0.05 0.00
H 4.589471 -1.542970 -3.472901 0.04 0.05 -0.09
H -0.951033 2.284235 -2.574549 0.12 0.08 -0.06
O 0.969909 -2.140560 1.969400 -0.22 0.01 -0.05
H -3.087104 3.403010 -0.565148 0.00 0.09 -0.05
C 2.021871 -2.255391 -0.156558 0.78 -0.07 -0.02
C -1.572936 -0.669807 1.687772 0.10 -0.37 -0.12
C 3.347987 -2.401395 0.183046 -1.05 0.11 0.51
H -2.693016 2.312781 -2.849994 -0.05 0.07 -0.10
C 3.876199 -2.358479 -3.360334 0.17 -0.03 0.36
```
Forces are in eV/Å.

The HOMO energy is -0.31480 hartree. For the strongest force on any atom, the calculation gives 1.17 eV/Å. Its SMILES is Cc1cc(C(=O)OCC(=O)N2C[C@H](C)C[C@H](C)C2)c(C)o1. The relative energy (zero: lowest compared OMol25 entry of this formula, charge and spin) is 0.504 eV.

Now the Löwdin charges, all in e:
1 C -0.42
2 H 0.08
3 H 0.08
4 H 0.08
5 H 0.09
6 C -0.35
7 C -0.31
8 C -0.35
9 C -0.15
10 C -0.11
11 H 0.08
12 N -0.03
13 H 0.08
14 H 0.08
15 C 0.04
16 C -0.06
17 O -0.02
18 H 0.13
19 H 0.08
20 H 0.09
21 H 0.12
22 H 0.13
23 H 0.14
24 H 0.14
25 O 0.10
26 H 0.14
27 H 0.15
28 H 0.12
29 O 0.07
30 C -0.07
31 H 0.14
32 C -0.12
33 C 0.02
34 C -0.07
35 H 0.15
36 H 0.08
37 H 0.08
38 O 0.14
39 H 0.12
40 C -0.07
41 C -0.44
42 C -0.24
43 H 0.08
44 C -0.01